Molecular formula: C3H10O2S
Method: DFT, the ωB97M-V functional and the def2-TZVPD basis

Geometry as XYZ:
```
16
Properties=species:S:1:pos:R:3:forces:R:3
O -1.8197 -0.9037 0.2629 -1.264 0.687 0.173
C -1.6331 0.4187 -0.2126 4.637 0.107 -2.003
C -0.3849 1.0714 0.6225 -1.658 2.292 -2.060
C 0.8231 0.1915 0.7883 1.201 -2.514 0.347
S 2.4871 0.9629 0.5607 -0.652 -0.125 -0.422
H -2.5751 -0.8953 0.8439 -0.378 -0.333 0.534
H -1.4926 0.2522 -1.3262 0.916 0.267 1.107
H -2.2668 1.2614 -0.3060 -2.326 0.073 1.167
H -0.1140 2.1673 0.1166 -0.625 -2.872 1.233
H -0.9243 1.2944 1.5519 0.632 0.121 0.187
H 0.7554 -0.5961 -0.0689 0.373 1.000 1.849
H 0.9800 -0.3234 1.8565 -1.070 0.858 -2.557
H 2.2641 1.8489 1.5158 0.182 0.434 0.365
O -1.3634 -2.3243 -2.2595 0.476 -0.208 -0.714
H -1.7926 -2.0242 -1.4554 -0.453 -0.064 0.116
H -1.9934 -2.6578 -2.9150 0.010 0.276 0.678
```
Forces are in eV/Å.

* ΔE to the lowest compared entry with this formula, charge and spin: 1.460 eV
* SMILES: OCCCS.O
* HOMO: -0.3267 Eh
* orbital gap: 9.44 eV
* strongest force on any atom: 5.052 eV/A

These are the Mulliken partial charges, in e, on atoms 1 to 8: -0.50, -0.61, -0.33, -0.50, -0.21, 0.28, 0.28, 0.42